(1)
70
Properties=species:S:1:pos:R:3 method="wB97M-V/def2-TZVPD" e_homo_ha="-0.062 / -0.062" orbital_gap_ev="3.38 / 2.55" molar_mass_g_mol=418.57 total_energy_ha=-1389.51100 multiplicity=3 total_charge=-1 lumo_ev="1.70 / 0.88" s_squared=2.009
H -0.66209 2.09489 1.08586
H -4.78084 -3.69584 -0.33073
H 2.69795 4.00133 -3.83350
H 2.05038 -1.04340 -1.48878
H 2.77702 0.22815 -3.49101
H 3.35060 2.51697 -4.54037
H 3.97445 3.35347 3.27081
C 0.84066 2.01443 -4.10296
C -3.11768 -1.43830 -0.44294
H 4.21991 5.59759 2.11306
H 0.87310 2.88381 -4.77177
H 0.01146 -4.09876 1.46800
H 0.68212 -0.43749 -2.40691
H -3.57540 -1.61922 -1.42313
H 1.03912 1.12607 -4.71351
C 2.47132 0.75982 -2.58021
C -1.56618 -4.98252 0.24205
C 1.87016 2.14707 -2.94306
F 1.65119 2.68735 2.93767
H 3.38850 0.89609 -1.99299
C 1.52743 -0.12592 -1.78342
C -0.94761 -4.61056 1.61919
N 1.23339 2.83227 -1.76572
H -4.38760 -4.05120 1.36835
H -2.72575 -4.25790 2.79335
O 1.57864 6.93671 4.15885
N -2.10973 -3.78930 -0.49408
C -4.33126 -3.29437 0.58444
H -1.00269 0.96874 -2.26885
C 3.25313 4.20593 3.68802
H 0.93266 2.81429 1.13615
H -2.69226 -6.76007 -0.43125
O 2.27373 3.37039 -0.98415
O 2.48304 7.76389 2.07040
C 0.05451 2.68234 0.50001
H 2.09609 7.46658 4.84603
H -3.69064 -5.66364 0.45221
C -2.21958 -2.46040 1.68361
H -4.98162 -2.48255 0.93026
N 1.88010 3.57482 3.96326
H -3.79206 -0.77817 0.11498
C 2.37126 6.71996 2.93686
C -2.67983 -6.05679 0.41103
H -2.19392 -0.87469 -0.59207
H 2.57361 4.86209 1.56228
C 1.04416 0.60307 -0.53476
H -1.29648 -3.42040 3.37471
C -1.00933 1.72237 -1.47989
H -2.53239 -6.64471 1.32423
C 3.02581 2.98290 -3.60027
H 1.89736 0.74030 0.14141
H 3.91597 3.04647 -2.96390
H 0.33237 -0.04044 -0.00241
C 3.13660 5.33371 2.50321
O -1.01110 -3.10886 -1.05334
C -0.45787 -5.75612 -0.55748
H -1.31768 -1.85526 1.52743
H -0.39698 3.66630 0.32398
H 3.77926 4.59285 4.67955
C -1.83465 -3.71158 2.46497
H -2.89345 -1.85172 2.29968
H -1.43580 2.65014 -1.87762
C -2.88622 -2.78551 0.32184
C 0.39172 1.97283 -0.85510
H -1.71504 1.34098 -0.73281
H -0.79636 -6.00456 -1.56881
H -0.19611 1.95195 -3.78797
H -0.71352 -5.51973 2.18865
H -0.20654 -6.69850 -0.05241
H 0.47750 -5.19046 -0.63819

***

(2)
7
Properties=species:S:1:pos:R:3 method="wB97M-V/def2-TZVPD" e_homo_ha="-0.159 / -0.159" orbital_gap_ev="4.61 / 4.62" molar_mass_g_mol=342.73 total_energy_ha=-5672.41929 total_charge=-1 lumo_ev="0.29 / 0.29"
O -1.66315 0.65430 -1.10745
Br -0.25859 -1.84242 -1.22279
O -0.04332 2.21482 -1.17673
Br 1.23158 -0.33500 0.93780
C 0.44209 -0.17649 -0.65531
I 0.87548 -1.64098 4.26633
C -0.58410 1.12577 -1.04185

***

(3)
96
Properties=species:S:1:pos:R:3 method="wB97M-V/def2-TZVPD" e_homo_ha="-0.272 / -0.320" orbital_gap_ev="7.44 / 6.78" molar_mass_g_mol=820.56 total_energy_ha=-3428.07532 multiplicity=5 lumo_ev="0.05 / -1.92" s_squared=6.051
H -9.22919 -20.87311 12.44153
C -1.01783 -14.13931 9.81558
H -6.76120 -19.04036 12.58448
C -5.14919 -19.32127 7.21689
C -3.74954 -19.72427 6.79462
C -1.58558 -19.38957 10.62671
H -5.77240 -16.13835 12.88761
H -3.54091 -19.20269 5.84925
C -5.41691 -15.42099 10.90504
H -0.87276 -20.87202 8.52046
H 0.38117 -15.64826 10.62832
H -0.08301 -20.28684 12.75926
H -8.73680 -19.74464 11.16971
C -2.15942 -12.79025 11.55994
O -6.27377 -20.82498 10.57738
H -0.49048 -14.16188 8.89237
H -1.89404 -12.19987 9.41195
H -6.63441 -17.20626 17.90705
C -1.36029 -12.68165 10.24446
H -5.07062 -17.39513 6.29838
F 2.69845 -23.78837 9.43154
C -1.13653 -13.36776 12.66883
C -0.72559 -14.76440 12.20226
H -6.22307 -19.69062 5.38461
C -5.97320 -14.68363 9.81751
C -8.61822 -20.77308 11.58435
H -5.35649 -14.50454 8.96175
C -7.99154 -14.34898 11.10729
O -7.78287 -19.64991 8.90381
H -7.57144 -22.70192 13.03693
O -5.19187 -19.84564 8.61439
C -3.34451 -13.68155 11.36457
H -9.18002 -13.88046 8.72651
H -3.73891 -20.83481 6.59293
H -3.11112 -19.46528 7.64167
H -0.20423 -12.71998 12.77084
C 1.92725 -23.91242 10.58674
H -4.52901 -17.40849 7.99412
C -7.32539 -14.32394 9.87572
H -5.47709 -20.12295 12.96932
Rh -4.20515 -17.77651 10.42732
C -8.10646 -14.22383 8.61971
H -2.87102 -14.80564 8.92537
H -1.47687 -16.71667 11.80681
H -7.19868 -19.93604 6.79026
H -2.41853 -11.80475 11.96736
C -2.95584 -15.15636 11.06766
C -2.45581 -18.48995 10.37805
H 0.86916 -13.97175 10.92953
F 2.80429 -24.03754 11.63682
H -7.14680 -20.19462 13.83265
H -7.57139 -23.05211 11.39576
C -0.05503 -20.89999 11.81353
H -4.03504 -13.61470 12.26112
C -7.13576 -21.01972 11.84874
C -6.58982 -18.03889 17.20079
H -7.57481 -18.43452 16.94138
C -0.40812 -21.16144 9.45855
H 1.12342 -22.49117 12.72296
H -6.25584 -17.51503 7.63744
C -7.00110 -22.47190 12.17897
C -8.22560 -15.13233 13.48563
C -1.92295 -15.76234 12.09811
H -8.98019 -21.52665 10.80120
C 0.69651 -22.05570 11.81620
N -4.15575 -15.97238 10.84734
H 0.07893 -22.97943 8.57157
C -5.25112 -17.83684 7.29881
H -5.92202 -22.68379 12.21816
H -4.04194 -13.33747 10.59049
H -0.43293 -12.09534 10.38029
C 0.93245 -22.81647 10.64801
H -7.59313 -13.52078 7.94275
H -7.57959 -15.25627 14.31594
F 1.34389 -25.12642 10.55929
H -8.84716 -14.19632 13.53343
C -7.41519 -15.02499 12.18118
H -8.98627 -13.87406 11.22705
H -1.68548 -13.37899 13.61892
H -8.92488 -15.97914 13.39462
Cl -5.69635 -19.43494 17.96138
C 0.02779 -14.65369 10.85154
H -8.13573 -15.18566 8.16458
H -0.01112 -15.28596 12.89928
H -2.20064 -15.82250 13.19340
C -6.16494 -15.56220 12.07304
P -6.42937 -19.61238 9.56067
O -6.07805 -18.25274 10.36159
Cl -5.84765 -17.26314 15.78293
C -6.18844 -20.11362 6.39638
C -2.17013 -15.09862 9.68059
C -0.68654 -20.45566 10.63974
H -5.96119 -21.21188 6.26309
H -1.82468 -16.09313 9.38658
C 0.20601 -22.38886 9.46714
C -6.56851 -20.10773 12.89610